# 1
# C20H42N2O4Si

A 3-piece molecular cluster, C20H42N2O4Si overall (ωB97M-V with the def2-TZVPD basis set, OMol25).

As for the structure (SMILES): Cc1cccc(C[SiH3])c1.COCCNCCOC.COCCNCCOC. Its spin multiplicity is 1. Its charge is 0. For the HOMO energy, the calculation gives -8.544 eV. As for the HOMO-LUMO gap: 9.39 eV. The value obtained for the LUMO energy is 0.8 eV.

Last column: natural (NBO) charge in e.
Cartesian coordinates (Å):
C: -3.5642 -4.5788 4.1527  -0.65
C: -4.3383 -3.3408 3.7990  0.10
C: -3.7655 -2.2784 3.1124  -0.26
C: -4.4887 -1.1307 2.8129  -0.19
C: -5.8242 -1.0378 3.1834  -0.23
C: -6.4267 -2.0941 3.8576  -0.01
C: -7.8879 -2.0519 4.2436  -0.85
Si: -8.8189 -3.2708 3.1347  0.88
C: -5.6794 -3.2353 4.1651  -0.27
H: -4.2283 -5.4338 4.2135  0.21
H: -3.0663 -4.4584 5.1092  0.22
H: -2.8254 -4.7964 3.3861  0.21
H: -2.7318 -2.3422 2.8090  0.22
H: -4.0220 -0.3125 2.2905  0.22
H: -6.4140 -0.1631 2.9612  0.21
H: -7.9747 -2.3495 5.2861  0.24
H: -8.2883 -1.0448 4.1610  0.24
H: -10.2818 -3.0613 3.1641  -0.17
H: -8.3236 -3.0748 1.7540  -0.16
H: -8.4592 -4.6448 3.5426  -0.17
H: -6.1492 -4.0486 4.6996  0.20
C: 2.6440 -0.9409 -1.5933  -0.26
O: 1.4624 -0.9364 -2.3745  -0.56
C: 1.1209 -2.1939 -2.9401  -0.07
C: -0.1388 -2.7514 -2.3119  -0.24
N: 0.0855 -3.1397 -0.9252  -0.63
C: -1.1269 -3.4661 -0.1794  -0.25
C: -2.1706 -2.3726 0.0279  -0.09
O: -1.7426 -1.3154 0.8718  -0.56
C: -1.0013 -0.2900 0.2323  -0.24
H: 2.8814 0.0933 -1.3512  0.22
H: 2.5077 -1.4971 -0.6584  0.15
H: 3.4816 -1.3742 -2.1490  0.16
H: 1.9497 -2.9022 -2.8494  0.18
H: 0.9361 -2.0323 -4.0063  0.18
H: -0.4599 -3.6310 -2.8781  0.19
H: -0.9192 -1.9849 -2.4109  0.17
H: 0.5687 -2.3909 -0.4477  0.35
H: -0.8112 -3.8088 0.8098  0.20
H: -1.6121 -4.3175 -0.6676  0.19
H: -3.0219 -2.8332 0.5344  0.20
H: -2.5556 -1.9716 -0.9168  0.16
H: -1.3208 -0.1413 -0.8015  0.17
H: 0.0724 -0.4920 0.2559  0.16
H: -1.1738 0.6334 0.7869  0.19
C: 7.6496 4.5084 -3.5476  -0.24
O: 7.3067 4.8819 -2.2273  -0.56
C: 6.5437 6.0783 -2.1321  -0.07
C: 5.1312 5.7952 -1.6666  -0.24
N: 4.3671 5.0825 -2.6827  -0.62
C: 3.0722 4.5779 -2.2335  -0.25
C: 3.0451 3.5373 -1.1183  -0.08
O: 3.5795 2.2763 -1.4810  -0.55
C: 4.9861 2.1544 -1.3606  -0.25
H: 8.3555 3.6824 -3.4792  0.19
H: 6.7777 4.1732 -4.1197  0.16
H: 8.1289 5.3342 -4.0811  0.17
H: 6.5406 6.6160 -3.0846  0.18
H: 7.0332 6.7166 -1.3911  0.18
H: 4.6333 6.7453 -1.4520  0.19
H: 5.2031 5.2336 -0.7254  0.17
H: 4.9172 4.3066 -3.0257  0.35
H: 2.5791 4.1381 -3.1036  0.21
H: 2.4608 5.4310 -1.9229  0.19
H: 1.9947 3.3515 -0.8787  0.19
H: 3.5148 3.8962 -0.1950  0.16
H: 5.3791 2.7608 -0.5414  0.17
H: 5.4950 2.4214 -2.2902  0.16
H: 5.2086 1.1060 -1.1556  0.19

Force components x, y, z for each atom (eV/Å):
C -0.0864 0.1682 -0.3025
C -0.5746 0.0801 0.0679
C 0.2135 0.0992 -0.0090
C -0.2943 -0.2121 0.1723
C 0.1498 -0.3652 0.0809
C -0.1239 -0.2068 0.2503
C 0.2324 -0.2200 -0.1399
Si 0.2998 0.2801 -0.0213
C 0.2065 0.4617 -0.2371
H -0.0981 -0.1601 0.1052
H 0.1727 -0.0451 0.1466
H 0.2115 -0.0089 0.0181
H 0.1414 0.0620 -0.0213
H 0.1826 0.0630 -0.1173
H -0.0077 0.2073 -0.0992
H -0.2012 -0.0599 0.1491
H -0.0648 0.1032 -0.0909
H -0.0494 -0.0855 0.0625
H -0.1088 0.0011 -0.0265
H -0.1337 -0.0527 0.0287
H -0.0866 -0.1255 0.0661
C -0.0955 0.0776 0.0154
O 0.0981 -0.0455 0.1014
C -0.0863 0.0391 -0.1762
C 0.0421 0.0470 0.1929
N -0.1134 0.0769 -0.0558
C 0.1882 -0.0186 0.0442
C -0.1103 -0.1057 0.0298
O 0.0505 0.0100 -0.1969
C -0.0391 0.0318 0.2386
H -0.0740 0.0003 -0.0575
H 0.0876 -0.0905 -0.0350
H 0.0131 -0.0478 0.0280
H -0.0056 -0.0153 0.0960
H 0.0130 -0.0036 0.0030
H -0.0245 -0.0087 0.0044
H -0.0310 -0.0162 -0.1065
H 0.0366 0.0171 -0.0019
H -0.0448 -0.0219 0.0027
H -0.0314 0.0173 -0.0323
H -0.0167 0.0345 0.0257
H 0.1179 0.0495 -0.0450
H 0.0308 -0.0386 -0.0418
H 0.0213 0.0067 -0.1283
H -0.0347 -0.0183 0.0016
C 0.0127 -0.0286 0.1128
O -0.0435 -0.0425 -0.1514
C 0.0493 0.1149 0.1696
C -0.0378 -0.1850 -0.1190
N 0.0316 -0.0354 0.1517
C 0.0844 0.0134 -0.1922
C -0.2411 0.0063 0.0639
O 0.1703 0.1275 0.0475
C -0.1110 -0.1822 -0.0909
H -0.0063 0.0011 0.0354
H 0.0065 0.0640 -0.0599
H -0.0141 0.0045 -0.0398
H -0.0570 -0.0614 -0.0490
H 0.0070 -0.0001 -0.0113
H -0.0231 0.0001 0.0169
H 0.0243 0.0845 0.0728
H 0.0259 -0.0108 -0.0191
H -0.0379 0.0026 0.0231
H 0.0077 0.0080 0.0496
H 0.0071 -0.0172 -0.0050
H 0.1124 0.0218 -0.0522
H 0.0134 0.0551 -0.0150
H 0.0737 0.0926 0.0493
H -0.0269 0.0059 0.0229

---

# 2
# C3H11N2S

C3H11N2S as an isolated structure in a non-equilibrium geometry (ωB97M-V with the def2-TZVPD basis set, OMol25).

The value obtained for the relative energy (zero: lowest compared OMol25 entry of this formula, charge and spin) is 61.9 kcal/mol. Its spin multiplicity is 1. Its charge is +1. For the HOMO energy, the calculation gives -13.647 eV. As for the HOMO-LUMO gap: 9.28 eV. The value obtained for the LUMO energy is -4.4 eV.

Last column: natural (NBO) charge in e.
Cartesian coordinates (Å):
C: 1.7120 -0.6541 -1.1835  -0.90
C: -1.2390 0.0332 0.2070  0.19
C: -0.6993 0.3368 1.5369  -0.07
N: -1.8423 -1.0257 -0.2528  -0.69
N: 0.5472 0.9055 1.5393  -0.80
S: -2.2439 1.6635 1.5321  0.00
H: 2.1613 -1.3844 -1.9013  0.25
H: 1.1971 0.1007 -1.8341  0.21
H: 2.5080 0.0056 -0.8705  0.24
H: -1.1015 0.7446 -0.4726  0.21
H: -0.8196 -0.2851 2.4772  0.27
H: -1.8301 -1.9951 0.1591  0.43
H: -2.4032 -1.0849 -1.0942  0.44
H: 1.0397 1.1736 2.3583  0.43
H: 0.9367 1.0593 0.6091  0.40
H: 1.0407 -1.2357 -0.5936  0.21
H: -1.8770 2.6848 0.6690  0.17

Force components x, y, z for each atom (eV/Å):
C 0.4129 0.6958 -3.3687
C -1.1093 -2.3876 2.3137
C 0.7554 0.4934 1.2893
N -0.4738 -3.0593 0.7743
N -0.1819 -0.5076 -2.0590
S -0.4035 -0.1359 0.0534
H -0.2391 0.6478 0.5078
H -0.3684 -0.9630 0.2846
H 0.3345 -0.5837 1.3881
H 0.8703 2.9721 -2.7401
H -0.7844 0.5011 -1.4939
H 0.0832 1.8418 0.2619
H 0.4138 0.8681 -0.2402
H 0.1525 0.1456 0.4416
H 0.3117 0.2610 0.9135
H -0.0706 0.1908 1.1225
H 0.2966 -0.9802 0.5512

---

# 3
# C31H55NO8

A 6-piece molecular cluster, C31H55NO8 overall in a non-equilibrium geometry (ωB97M-V with the def2-TZVPD basis set, OMol25).

As for the structure (SMILES): [H]/N=C(/C)CC1=C(CC(C)C)C(=O)OC1=O.C1CCOC1.C1CCOC1.C1CCOC1.C1CCOC1.C1CCOC1. Its spin multiplicity is 1. Its charge is 0. For the HOMO energy, the calculation gives -8.895 eV. As for the HOMO-LUMO gap: 8.15 eV. The value obtained for the LUMO energy is -0.7 eV.

Last column: Mulliken charge in e.
Cartesian coordinates (Å):
H: 3.1274 -2.4387 -4.0963  0.29
N: 2.9187 -3.0579 -3.3122  -0.79
C: 1.7617 -2.8140 -2.8473  0.63
C: 1.2559 -3.5741 -1.6578  -1.07
C: 0.8186 -1.7636 -3.4386  -0.76
C: 0.0857 -0.9860 -2.3971  -0.14
C: -1.2053 -1.0078 -2.0387  0.66
C: -2.3025 -1.8315 -2.6406  -0.97
C: -3.5703 -2.0216 -1.7722  0.77
C: -4.6860 -1.0808 -2.2511  -1.56
C: -4.0643 -3.4699 -1.9201  -1.72
C: -1.3240 -0.0414 -0.8903  0.09
O: -2.1237 0.0066 -0.0104  -0.52
O: -0.2062 0.7859 -0.9379  0.00
C: 0.7835 -0.0091 -1.5210  0.48
O: 1.9397 0.1074 -1.2677  -0.55
H: 1.8534 -4.4658 -1.5054  0.34
H: 0.1962 -3.8142 -1.7513  0.21
H: 1.3670 -2.9479 -0.7669  0.36
H: 0.0891 -2.3063 -4.0437  0.35
H: 1.3844 -1.0841 -4.0745  0.47
H: -1.8942 -2.8118 -2.8894  0.41
H: -2.5781 -1.3470 -3.5809  0.38
H: -3.3707 -1.7988 -0.7291  0.31
H: -4.7343 -1.0740 -3.3408  0.37
H: -5.6533 -1.4190 -1.8779  0.41
H: -4.5384 -0.0609 -1.8930  0.33
H: -4.5005 -3.5910 -2.9148  0.35
H: -3.2357 -4.1746 -1.8362  0.41
H: -4.8206 -3.7056 -1.1731  0.43
C: -2.0043 1.8503 3.0510  0.79
C: -1.8626 1.1259 4.3864  -0.64
C: -3.0039 1.7334 5.1880  -0.36
O: -4.0325 2.0505 4.2448  -0.48
C: -3.5158 1.9550 2.9147  -0.49
H: -1.5442 1.3282 2.2142  -0.05
H: -1.5631 2.8480 3.1206  -0.35
H: -2.0233 0.0532 4.2509  0.35
H: -0.8938 1.2689 4.8618  0.22
H: -2.6861 2.6550 5.6868  0.17
H: -3.4068 1.0549 5.9410  0.36
H: -3.9293 1.0595 2.4375  0.16
H: -3.8341 2.8293 2.3454  0.32
C: 1.5327 5.0901 0.5490  -0.66
C: 0.8875 3.9672 -0.2608  0.21
C: -0.3851 3.7100 0.5339  -0.10
O: -0.7538 4.9593 1.1242  -0.47
C: 0.3155 5.8948 0.9868  -0.51
H: 2.2505 5.6839 -0.0156  0.36
H: 2.0440 4.6757 1.4211  0.25
H: 0.6389 4.3235 -1.2637  0.14
H: 1.5121 3.0803 -0.3594  0.05
H: -0.1969 2.9832 1.3269  -0.04
H: -1.2119 3.3460 -0.0769  0.22
H: 0.0394 6.6389 0.2312  0.28
H: 0.4621 6.4082 1.9379  0.32
C: 0.6491 -8.5040 -2.9364  -0.54
C: -0.5204 -8.5100 -1.9543  -0.51
C: 0.0659 -7.7457 -0.7745  -0.42
O: 0.9972 -6.8121 -1.3257  -0.38
C: 1.2419 -7.1216 -2.6998  -0.36
H: 0.3540 -8.6626 -3.9724  0.33
H: 1.3715 -9.2765 -2.6651  0.27
H: -1.3676 -7.9643 -2.3762  0.23
H: -0.8609 -9.5075 -1.6814  0.34
H: 0.6009 -8.4155 -0.0933  0.25
H: -0.6862 -7.2012 -0.2021  0.27
H: 0.7495 -6.3665 -3.3242  0.20
H: 2.3144 -7.0754 -2.8886  0.31
C: 1.8820 4.5411 6.0257  -0.59
C: 2.3205 3.8367 7.3078  -0.57
C: 1.0236 3.1739 7.7527  -0.51
O: 0.2974 2.8712 6.5597  -0.39
C: 0.8980 3.5348 5.4450  -0.15
H: 2.7027 4.7665 5.3464  0.35
H: 1.3701 5.4756 6.2651  0.31
H: 3.0738 3.0793 7.0806  0.26
H: 2.7294 4.5083 8.0609  0.35
H: 0.4219 3.8518 8.3674  0.29
H: 1.1852 2.2522 8.3126  0.27
H: 1.4125 2.7865 4.8309  0.23
H: 0.1178 3.9999 4.8404  0.12
C: 2.4848 3.0493 -3.4434  0.20
C: 3.7366 2.2654 -3.0547  -0.71
C: 3.6630 1.0781 -4.0003  0.42
O: 3.0104 1.5450 -5.1860  -0.46
C: 2.4430 2.8376 -4.9505  -0.58
H: 2.5284 4.1007 -3.1627  0.44
H: 1.6015 2.6081 -2.9739  -0.35
H: 4.6280 2.8607 -3.2647  0.37
H: 3.7632 1.9660 -2.0083  0.30
H: 3.0698 0.2716 -3.5594  -0.52
H: 4.6421 0.6784 -4.2660  0.34
H: 3.0454 3.5869 -5.4749  0.31
H: 1.4317 2.8617 -5.3581  0.28

Force components x, y, z for each atom (eV/Å):
H 0.0604 0.0001 0.0063
N -0.4178 0.0489 0.0358
C 0.3976 0.0941 -0.0694
C 0.1970 0.2377 0.0315
C -0.0389 -0.3393 0.3707
C -0.1165 0.0059 -0.0510
C 0.3445 0.0531 -0.1311
C -0.0252 0.1561 0.6497
C -0.4768 -0.2275 -0.6382
C 0.0860 0.0203 0.3512
C 0.2562 0.3101 -0.0834
C -0.3021 -0.1688 -0.2798
O 0.0534 0.4095 -0.2957
O 0.3403 -0.4636 0.8886
C -0.1295 0.1861 -0.2147
O -0.1412 0.2431 -0.1925
H -0.1187 -0.1084 -0.0149
H -0.0002 -0.1493 -0.0075
H -0.0548 0.0249 -0.0063
H -0.0074 0.0987 -0.1256
H -0.0215 0.0097 -0.1299
H 0.0980 0.0177 -0.0948
H -0.0084 -0.0837 -0.0922
H 0.1726 -0.1263 0.0526
H -0.0519 0.0115 -0.0374
H -0.0184 0.0438 0.0436
H 0.0531 0.0487 -0.1006
H -0.0467 -0.1246 0.0145
H -0.0708 -0.1023 0.1538
H -0.0293 -0.0386 -0.0322
C 0.0525 0.0751 0.0768
C 0.0197 -0.1200 -0.0420
C 0.0363 0.1262 -0.0196
O -0.0063 -0.0221 -0.0001
C -0.0156 -0.0872 0.0162
H -0.0402 -0.0324 -0.0001
H -0.0369 0.0133 -0.0051
H -0.0124 0.0032 -0.0040
H -0.0231 0.0250 0.0521
H 0.0450 -0.0313 0.0298
H -0.0489 0.0051 -0.0131
H 0.0209 0.0078 -0.0388
H -0.0193 0.0177 0.0269
C 0.0165 -0.0510 0.0531
C -0.0542 0.1224 -0.1220
C 0.1505 -0.0583 0.0417
O 0.0049 -0.0132 0.0195
C -0.0210 -0.0042 -0.0679
H -0.0060 0.0059 -0.0133
H 0.0042 0.0018 -0.0009
H 0.0180 0.0073 -0.0011
H -0.0170 -0.0158 0.0285
H -0.0119 -0.0387 -0.0184
H -0.0237 0.0172 0.0209
H 0.0368 0.0187 0.0047
H -0.0315 0.0002 0.0153
C 0.0256 -0.0431 0.0430
C -0.0313 0.0497 -0.0438
C 0.0583 -0.0422 0.0005
O -0.0313 -0.0406 0.0019
C -0.0516 0.0366 -0.0077
H -0.0164 0.0070 -0.0032
H 0.0064 0.0059 -0.0032
H -0.0019 -0.0007 0.0087
H 0.0147 -0.0123 -0.0003
H -0.0328 -0.0209 0.0046
H 0.0208 0.0312 0.0071
H 0.0172 -0.0183 -0.0335
H 0.0090 0.0330 0.0255
C -0.0354 0.0465 0.0429
C 0.0422 -0.0477 -0.0426
C -0.0525 0.0562 0.0073
O 0.0065 0.0302 -0.0098
C 0.0356 -0.0789 -0.0328
H 0.0112 -0.0146 -0.0023
H -0.0046 -0.0028 -0.0050
H -0.0025 -0.0024 0.0061
H -0.0120 0.0177 0.0007
H 0.0292 0.0028 0.0250
H -0.0263 -0.0219 -0.0157
H 0.0168 0.0444 -0.0432
H -0.0418 -0.0312 0.0215
C -0.0200 -0.0774 0.0358
C 0.0740 0.1063 0.0150
C -0.0448 -0.0355 -0.0084
O -0.0904 -0.0164 0.0002
C 0.1163 -0.0222 0.0081
H -0.0146 0.0141 -0.0129
H 0.0124 0.0107 0.0071
H 0.0042 0.0005 -0.0053
H -0.0517 -0.0206 -0.0092
H 0.0540 -0.0089 0.0422
H 0.0041 0.0125 -0.0481
H -0.0201 0.0298 0.0156
H 0.0037 -0.0365 -0.0319